{
  "formula": "C27H33N2O2",
  "method": "wB97M-V/def2-TZVPD",
  "species": ["C", "O", "C", "C", "C", "C", "C", "N", "C", "C", "C", "C", "H", "H", "H", "H", "H", "H", "H", "H", "H", "H", "H", "H", "H", "H", "O", "C", "C", "C", "C", "C", "C", "C", "C", "C", "C", "C", "C", "C", "C", "C", "C", "C", "N", "H", "H", "H", "H", "H", "H", "H", "H", "H", "H", "H", "H", "H", "H", "H", "H", "H", "H", "H"],
  "positions_angstrom": [[-0.886661, 1.954568, 7.108926], [-0.517640, 0.596795, 6.782963], [-0.200201, 0.259087, 5.501098], [0.000119, -1.115856, 5.240775], [0.181534, -1.558641, 3.954013], [0.285892, -0.649451, 2.865072], [0.865639, -1.112303, 1.595513], [2.124861, -0.815162, 1.301071], [2.903782, -1.639842, 0.376841], [2.860690, 0.129214, 2.146119], [0.021037, 0.726369, 3.124810], [-0.182171, 1.185255, 4.426156], [-1.206042, 1.913234, 8.148905], [-0.018652, 2.615099, 6.997671], [-1.705314, 2.303166, 6.468959], [0.002730, -1.773606, 6.102740], [0.314720, -2.626960, 3.787847], [0.398976, -1.888190, 0.991195], [3.904052, -1.201139, 0.287064], [2.984426, -2.666981, 0.770564], [2.405415, -1.676342, -0.600617], [3.900410, 0.164921, 1.815746], [2.411633, 1.131201, 2.081275], [2.848212, -0.224836, 3.188798], [0.022363, 1.441456, 2.302045], [-0.311380, 2.255314, 4.622687], [1.369178, -0.173305, -2.021133], [-0.002575, -0.025470, -2.326990], [-0.300088, 1.434355, -1.986149], [0.797947, 2.290675, -1.956224], [0.620260, 3.619514, -1.560234], [-0.658034, 4.088542, -1.272104], [-1.774401, 3.261336, -1.406062], [-1.596509, 1.930096, -1.786625], [-0.191849, -0.239518, -3.879934], [0.510105, -1.256050, -4.532286], [0.478952, -1.370288, -5.936108], [-0.270904, -0.469335, -6.698181], [-1.015012, 0.516544, -6.055664], [-0.990226, 0.614204, -4.658881], [-0.842185, -1.044754, -1.518582], [-1.609378, -0.653767, -0.248062], [-1.993056, -2.034392, 0.364477], [-1.174553, -3.055126, -0.446408], [-0.102354, -2.198107, -1.031099], [1.590826, -1.132661, -2.006109], [1.786343, 1.914584, -2.218199], [1.508226, 4.247988, -1.483054], [-0.791876, 5.112077, -0.943685], [-2.779852, 3.622191, -1.214568], [-2.455720, 1.271494, -1.941699], [1.093512, -1.975973, -3.953681], [1.054769, -2.159268, -6.431713], [-0.279229, -0.545863, -7.787363], [-1.606994, 1.225314, -6.639839], [-1.606953, 1.375126, -4.190221], [-1.605008, -1.399549, -2.235448], [-0.957927, -0.060001, 0.403914], [-2.495190, -0.049520, -0.500060], [-1.773006, -2.119798, 1.438692], [-3.069591, -2.210151, 0.229392], [-0.764429, -3.918097, 0.091458], [-1.844119, -3.450462, -1.234011], [0.332471, -2.708955, -1.815795]],
  "forces_ev_per_a": [[0.31, -0.37, -0.38], [0.34, -0.13, -0.71], [-0.61, 0.50, -0.17], [-0.23, 0.99, 0.54], [0.51, -0.01, -0.95], [-0.74, 1.45, 0.79], [2.22, -0.36, 0.47], [-2.25, -0.50, 0.90], [0.12, -0.31, -0.64], [0.36, 0.43, 0.31], [0.61, -0.81, 0.21], [-0.12, -0.36, 0.33], [0.06, 0.07, -0.16], [-0.18, -0.07, 0.08], [0.09, -0.11, 0.13], [-0.14, -0.14, -0.23], [0.06, 0.18, -0.04], [0.34, 0.14, 0.01], [-0.39, -0.20, -0.12], [-0.01, 0.47, -0.09], [0.32, -0.01, 0.66], [-0.27, 0.07, -0.04], [0.29, -0.46, 0.06], [-0.12, 0.19, -0.33], [0.07, -0.13, 0.16], [-0.09, -0.53, -0.20], [0.80, -1.46, 0.32], [-0.31, 0.41, -0.86], [-0.04, -0.19, -0.24], [-0.22, 0.53, 0.42], [0.05, -0.42, -0.19], [-0.04, 0.13, 0.13], [0.29, -0.45, -0.20], [0.37, 0.07, 0.07], [-0.10, 0.19, 0.15], [-0.12, 0.04, -0.53], [-0.06, 0.02, 0.42], [0.14, -0.16, 0.15], [0.04, -0.15, 0.29], [0.10, -0.15, -0.17], [-1.16, -0.06, -0.47], [-0.27, 0.07, -0.12], [-0.17, 0.13, 0.20], [-0.14, 0.19, -0.62], [0.29, -1.40, -0.85], [-0.41, 1.19, -0.33], [-0.35, 0.20, 0.19], [-0.40, 0.06, -0.03], [0.00, -0.01, -0.05], [0.17, 0.11, -0.04], [0.27, 0.37, 0.11], [0.02, 0.20, -0.24], [-0.25, 0.31, 0.24], [0.03, 0.02, 0.36], [0.15, -0.27, 0.24], [0.27, -0.03, -0.06], [0.00, 0.06, 0.13], [-0.23, 0.03, -0.01], [0.45, -0.35, 0.44], [-0.15, 0.25, -0.25], [0.38, -0.03, 0.19], [-0.03, 0.35, 0.10], [0.43, 0.02, 0.12], [-0.35, 0.18, 0.42]],
  "lumo_ev": -3.7540,
  "e_above_lowest_ev": 1.841,
  "charge": 1,
  "max_force_ev_per_a": 2.47,
  "orbital_gap_ev": 7.5
}